{
  "formula": "C5H10N2",
  "method": "ωB97M-V/def2-TZVPD",
  "symbols": ["C", "C", "C", "C", "C", "N", "N", "H", "H", "H", "H", "H", "H", "H", "H", "H", "H"],
  "positions_angstrom": [[-1.1798, 0.8275, -0.3489], [0.9204, -0.4939, -0.0867], [-2.7285, -0.8875, 0.3596], [1.8439, -1.4854, -0.2152], [1.1357, 1.6164, 0.2501], [-2.3746, 0.1735, -0.2734], [0.1923, 0.5334, -0.1914], [-1.2103, 1.9051, -0.7813], [-3.6427, -1.2510, 0.4677], [-1.9442, -1.3778, 0.7962], [2.7120, -1.2024, -0.8617], [1.3168, -2.4083, -0.5484], [2.2108, -1.7212, 0.8446], [1.2575, 2.3615, -0.5358], [2.1544, 1.3277, 0.2566], [0.8766, 1.8674, 1.2408], [-3.1652, 0.7844, -0.7456]],
  "total_charge": 2,
  "e_lumo_ev": [-10.9, -10.8],
  "e_homo_ev": [-17.0, -17.0],
  "gap_ha": [0.2252, 0.2259],
  "energy_ev": -8302.3385
}